DFT (the ωB97M-V functional and the def2-TZVPD basis) results for C31H57EuN2O2P2 as an isolated structure in a non-equilibrium geometry.

Atoms and positions in Å:
C  1.485  -0.940  -2.665
C  2.642  -0.499  -0.672
C  2.622  -1.476  -3.267
C  3.768  -1.195  -1.201
C  3.759  -1.675  -2.499
H  2.587  -1.736  -4.314
H  4.647  -1.299  -0.563
H  4.636  -2.178  -2.897
N  1.469  -0.488  -1.395
P  -1.370  -0.624  -2.759
P  2.116  0.789  2.080
C  0.259  -0.747  -3.576
H  0.406  0.176  -4.156
H  0.246  -1.561  -4.314
C  2.882  0.286  0.547
H  3.869  -0.072  0.904
C  3.536  1.828  2.815
C  1.280  -0.409  3.395
C  -2.228  0.902  -3.560
C  -2.053  -2.320  -3.272
C  2.892  3.217  2.984
H  2.095  3.213  3.740
H  3.656  3.944  3.295
H  2.458  3.559  2.035
C  4.116  1.318  4.144
H  3.393  1.256  4.964
H  4.606  0.344  4.013
H  4.902  2.021  4.464
C  4.735  1.914  1.844
H  5.317  2.825  2.059
H  5.411  1.051  1.959
H  4.411  1.959  0.796
C  0.801  0.398  4.620
H  0.027  1.131  4.346
H  0.371  -0.298  5.362
H  1.614  0.942  5.122
C  0.065  -1.124  2.748
H  -0.837  -0.472  2.766
H  0.308  -1.502  1.726
H  -0.185  -2.032  3.335
C  2.338  -1.446  3.796
H  3.176  -0.984  4.339
H  1.878  -2.189  4.471
H  2.734  -1.972  2.912
C  -3.445  -2.460  -2.635
H  -3.865  -3.432  -2.937
H  -3.389  -2.440  -1.539
H  -4.142  -1.675  -2.962
C  -1.106  -3.365  -2.653
H  -0.087  -3.293  -3.052
H  -1.065  -3.279  -1.558
H  -1.491  -4.365  -2.899
C  -2.158  -2.566  -4.786
H  -2.394  -3.633  -4.927
H  -2.969  -1.999  -5.257
H  -1.233  -2.368  -5.339
C  -1.229  1.875  -4.207
H  -0.794  1.477  -5.133
H  -1.766  2.796  -4.479
H  -0.419  2.161  -3.527
C  -2.951  1.620  -2.400
H  -2.244  2.080  -1.687
H  -3.573  2.431  -2.806
H  -3.615  0.943  -1.841
C  -3.245  0.498  -4.628
H  -2.765  0.054  -5.508
H  -4.016  -0.185  -4.253
H  -3.763  1.407  -4.971
Eu  -0.625  0.026  0.080
C  -2.007  -2.350  0.519
O  -2.601  -3.278  0.852
N  0.621  1.982  0.316
C  1.816  2.162  0.054
C  2.338  3.385  -0.846
C  3.836  3.574  -0.888
C  1.892  3.133  -2.280
C  1.717  4.694  -0.342
H  4.251  3.855  0.082
H  4.354  2.697  -1.288
H  4.063  4.410  -1.571
H  0.800  3.116  -2.351
H  2.236  3.945  -2.941
H  2.311  2.191  -2.661
H  1.949  5.521  -1.027
H  0.629  4.608  -0.285
H  2.110  4.969  0.643
C  -4.769  1.422  2.107
C  -3.843  0.358  1.523
O  -2.610  1.006  1.039
H  -4.323  1.878  2.999
H  -5.713  0.955  2.401
H  -4.990  2.203  1.368
H  -4.265  -0.169  0.659
H  -3.536  -0.397  2.260
H  -2.585  1.914  1.413

Values from the calculation:
energy relative to the best compared isomer or geometry (same formula, charge and spin) = 391.4 kJ/mol
⟨S²⟩ = 15.76
energy = -78044.917 eV
multiplicity = 8
gap between HOMO and LUMO (alpha / beta) = 0.1984 / 0.1995 Eh
LUMO level (alpha / beta) = -2.78 / -2.77 eV
total charge = +1
largest force on an atom = 5.51 eV/A

From a Mulliken analysis of the wavefunction, the atomic charges in e read: 0.319 0.529 -0.841 -1.462 -0.968 0.528 0.485 0.422 1.088 1.098 0.278 -1.632 0.716 0.380 -0.424 0.547 2.268 1.867 2.263 1.426 -1.547 0.338 0.511 0.125 -2.057 0.322 0.404 0.483 -1.875 0.528 0.375 0.276 -1.587 0.265 0.483 0.234 -1.669 0.097 0.231 0.592 -1.807 0.340 0.572 0.274 -1.299 0.517 -0.043 0.196 -1.550 0.268 0.173 0.578 -1.601 0.524 0.369 0.242 -2.343 0.481 0.548 0.497 -1.779 0.237 0.571 0.261 -1.887 0.365 0.318 0.508 0.713 0.154 -0.237 -0.462 -0.420 2.504 -2.126 -1.816 -1.756 0.316 0.310 0.568 0.119 0.468 0.363 0.449 0.238 0.484 -1.500 0.007 -0.159 0.396 0.415 0.360 0.229 0.243 0.194